(1)
Here is a cluster of 5 separate species, C35H80BBrNO16 in total from the OMol25 dataset. Energies are from ωB97M-V/def2-TZVPD.

Calculated values
* E_HOMO: -0.36641 Ha
* orbital gap: 6.85 eV
* LUMO energy: -3.1 eV

ORCA input file:
```
! wB97M-V def2-TZVPD RIJCOSX def2/J DEFGRID3
* xyz 1 1
C -6.739 6.095 2.113
C -5.313 5.693 2.408
O -4.763 4.912 1.312
B -3.418 4.815 1.180
O -2.639 5.891 0.896
C -2.760 3.334 1.259
N -3.498 2.360 0.353
C -3.722 1.023 1.001
C -4.490 1.246 2.289
C -5.904 1.764 2.047
C -6.802 1.563 3.271
C -8.011 2.495 3.273
C -8.909 2.420 2.025
O -9.007 3.661 1.351
C -8.313 3.781 0.126
O -3.819 2.167 3.163
C -2.697 2.813 2.711
Br -1.068 1.713 2.960
H -7.034 6.838 2.858
H -7.424 5.249 2.178
H -6.804 6.554 1.126
H -4.697 6.582 2.568
H -5.263 5.087 3.318
H -1.744 5.906 1.264
H -1.735 3.385 0.894
H -2.949 2.238 -0.497
H -4.406 2.751 0.085
H -4.315 0.397 0.335
H -2.748 0.556 1.130
H -4.556 0.283 2.805
H -6.325 1.266 1.167
H -5.850 2.841 1.841
H -7.115 0.516 3.343
H -6.204 1.772 4.163
H -7.649 3.525 3.347
H -8.612 2.317 4.166
H -9.921 2.134 2.323
H -8.565 1.642 1.331
H -9.025 3.871 -0.699
H -7.670 2.913 -0.060
H -7.687 4.678 0.141
H -2.540 3.656 3.381
C -4.309 9.093 -0.257
O -4.896 10.188 0.400
C -6.157 9.871 0.959
C -6.526 10.830 2.065
O -5.860 10.563 3.289
C -4.518 11.014 3.400
C -4.386 12.499 3.649
O -4.574 13.220 2.449
C -4.902 14.573 2.677
H -4.927 8.744 -1.094
H -3.347 9.421 -0.645
H -4.147 8.254 0.432
H -6.139 8.852 1.369
H -6.922 9.914 0.171
H -7.587 10.685 2.280
H -6.379 11.863 1.744
H -3.929 10.726 2.526
H -4.118 10.498 4.275
H -3.382 12.701 4.049
H -5.124 12.806 4.401
H -5.834 14.664 3.246
H -5.031 15.045 1.705
H -4.106 15.094 3.221
C 2.957 -0.482 0.927
O 2.069 -1.550 1.170
C 0.774 -1.117 1.517
C -0.255 -2.196 1.262
O -0.632 -2.311 -0.100
C 0.290 -2.986 -0.951
C 0.274 -4.490 -0.801
O 0.987 -4.877 0.358
C 0.629 -6.165 0.810
H 3.084 0.146 1.817
H 3.919 -0.913 0.661
H 2.605 0.144 0.098
H 0.500 -0.223 0.938
H 0.752 -0.857 2.587
H -1.171 -1.904 1.785
H 0.083 -3.148 1.674
H 1.297 -2.590 -0.814
H -0.033 -2.749 -1.967
H 0.740 -4.957 -1.679
H -0.767 -4.832 -0.743
H -0.435 -6.212 1.068
H 1.221 -6.374 1.698
H 0.840 -6.930 0.054
C 3.638 -4.017 -1.678
O 4.555 -3.897 -2.740
C 5.807 -4.487 -2.441
C 6.573 -4.801 -3.704
O 6.129 -5.971 -4.370
C 4.933 -5.880 -5.125
C 5.091 -5.169 -6.449
O 5.119 -3.766 -6.269
C 5.703 -3.096 -7.362
H 3.994 -3.507 -0.775
H 2.709 -3.557 -2.005
H 3.445 -5.069 -1.437
H 5.663 -5.412 -1.868
H 6.403 -3.794 -1.829
H 7.603 -5.018 -3.411
H 6.583 -3.938 -4.374
H 4.126 -5.429 -4.544
H 4.661 -6.916 -5.344
H 4.246 -5.439 -7.098
H 6.017 -5.509 -6.931
H 6.741 -3.414 -7.514
H 5.687 -2.031 -7.139
H 5.145 -3.273 -8.289
C 11.096 -12.169 -0.248
O 9.962 -11.433 -0.644
C 9.277 -10.861 0.453
C 8.406 -9.710 0.002
O 9.120 -8.510 -0.244
C 9.823 -8.426 -1.474
C 8.941 -8.128 -2.664
O 8.255 -9.288 -3.092
C 7.116 -8.968 -3.860
H 10.825 -13.008 0.404
H 11.561 -12.560 -1.151
H 11.817 -11.534 0.280
H 9.993 -10.498 1.202
H 8.639 -11.621 0.926
H 7.728 -9.474 0.825
H 7.809 -10.004 -0.865
H 10.416 -9.325 -1.657
H 10.505 -7.582 -1.352
H 9.567 -7.747 -3.484
H 8.221 -7.344 -2.391
H 6.410 -8.363 -3.281
H 6.641 -9.905 -4.147
H 7.386 -8.406 -4.761
*
```

Results of the Mulliken charge analysis, in e, for atoms 1 through 8: -1.47, -0.19, -0.24, 0.17, -0.44, -0.48, -0.08, -1.29

(2)
Here is a cluster of 10 separate species, C35H80BrF3O16S in total at a distorted geometry from the OMol25 dataset. Energies are from ωB97M-V/def2-TZVPD.

Calculated values
* E_HOMO: -0.35956 Ha
* orbital gap: 9.09 eV
* structure (SMILES): O=C(O)CC[C@@H](OC(=O)CC(=O)Br)S(=O)(=O)C(F)(F)F.CC(C)O.CC(C)O.CC(C)O.CC(C)O.CC(C)O.CC(C)O.CC(C)O.CC(C)O.CC(C)O
* LUMO energy: -0.7 eV

ORCA input file:
```
! wB97M-V def2-TZVPD RIJCOSX def2/J DEFGRID3
* xyz 0 1
O -1.943 -3.212 1.284
C -1.919 -1.888 1.122
O -1.970 -1.076 2.382
C -1.827 -1.069 -0.294
C -2.306 -1.902 -1.619
C -1.323 -3.132 -2.073
O 0.073 -3.019 -1.629
C 0.794 -1.921 -2.282
O 0.758 -1.579 -3.570
C 1.832 -1.028 -1.325
C 2.294 0.390 -2.021
O 3.603 0.632 -2.310
Br 0.993 1.877 -2.449
S -2.052 -4.845 -1.638
O -2.388 -5.590 -2.989
O -3.421 -4.736 -0.889
C -0.852 -5.957 -0.728
F -1.701 -6.966 0.011
F -0.030 -6.792 -1.682
F -0.030 -5.291 0.307
H -2.760 -0.453 2.331
H -0.755 -0.564 -0.395
H -2.581 -0.148 -0.192
H -3.430 -2.191 -1.462
H -2.298 -1.122 -2.524
H -1.317 -3.124 -3.267
H 1.419 -0.862 -0.238
H 2.825 -1.678 -1.215
C -0.057 -5.038 -6.141
C 0.504 -4.175 -7.260
C 1.939 -3.761 -6.974
O -0.303 -3.010 -7.408
H -0.067 -4.491 -5.191
H -1.094 -5.318 -6.354
H 0.533 -5.951 -6.012
H 0.462 -4.726 -8.206
H 2.000 -3.169 -6.054
H 2.326 -3.131 -7.782
H 2.589 -4.635 -6.870
H -0.271 -2.515 -6.573
C -3.880 3.792 3.806
C -4.355 2.348 3.792
C -4.983 1.957 5.120
O -3.249 1.490 3.522
H -3.117 3.946 4.577
H -3.419 4.055 2.848
H -4.711 4.479 3.995
H -5.082 2.207 2.985
H -4.259 2.046 5.937
H -5.309 0.912 5.099
H -5.847 2.589 5.348
H -2.597 1.608 4.234
C 5.519 -4.908 -2.597
C 5.113 -3.448 -2.467
C 6.321 -2.528 -2.537
O 4.443 -3.254 -1.224
H 6.190 -5.202 -1.783
H 4.640 -5.559 -2.532
H 6.023 -5.093 -3.550
H 4.407 -3.190 -3.263
H 7.021 -2.738 -1.721
H 6.015 -1.482 -2.429
H 6.849 -2.643 -3.488
H 5.062 -3.481 -0.510
C -10.236 2.987 4.379
C -9.129 2.528 5.315
C -9.587 2.544 6.765
O -8.000 3.385 5.167
H -10.539 4.015 4.606
H -9.888 2.982 3.341
H -11.114 2.338 4.458
H -8.811 1.516 5.041
H -9.867 3.557 7.076
H -8.776 2.223 7.428
H -10.445 1.882 6.915
H -8.273 4.285 5.408
C 10.642 -3.182 -2.395
C 10.236 -1.723 -2.265
C 11.445 -0.803 -2.335
O 9.567 -1.528 -1.022
H 11.314 -3.476 -1.581
H 9.764 -3.833 -2.330
H 11.147 -3.368 -3.348
H 9.530 -1.464 -3.061
H 12.145 -1.013 -1.519
H 11.139 0.243 -2.227
H 11.973 -0.917 -3.286
H 10.186 -1.755 -0.308
C 8.149 2.392 -0.525
C 9.256 1.933 0.411
C 8.798 1.950 1.861
O 10.385 2.790 0.263
H 7.845 3.420 -0.298
H 8.496 2.387 -1.563
H 7.271 1.743 -0.446
H 9.574 0.922 0.137
H 8.517 2.962 2.172
H 9.608 1.629 2.524
H 7.939 1.288 2.011
H 10.112 3.691 0.504
C 0.191 -1.909 6.059
C -0.214 -3.308 5.623
C 0.492 -3.714 4.339
O -1.624 -3.349 5.420
H -0.079 -1.168 5.299
H -0.334 -1.625 6.978
H 1.269 -1.848 6.239
H 0.024 -4.024 6.417
H 0.232 -3.037 3.518
H 0.181 -4.718 4.030
H 1.578 -3.708 4.467
H -1.845 -2.716 4.717
C -8.632 8.225 4.820
C -9.888 7.387 4.645
C -10.824 7.999 3.614
O -10.565 7.283 5.895
H -8.879 9.232 5.174
H -7.974 7.779 5.574
H -8.080 8.311 3.880
H -9.614 6.372 4.336
H -11.148 8.999 3.925
H -11.729 7.392 3.507
H -10.337 8.078 2.637
H -10.813 8.180 6.177
C 0.674 2.840 -6.157
C -0.582 2.002 -6.333
C -1.517 2.615 -7.363
O -1.259 1.899 -5.083
H 0.427 3.848 -5.804
H 1.332 2.394 -5.404
H 1.226 2.926 -7.098
H -0.308 0.988 -6.642
H -1.842 3.614 -7.053
H -2.423 2.007 -7.470
H -1.031 2.693 -8.340
H -1.507 2.795 -4.801
*
```

Results of the Mulliken charge analysis, in e, for atoms 1 through 8: -0.43, 0.39, -0.29, -0.22, -0.79, 0.09, -0.24, 0.22

(3)
Here is a cluster of 3 separate species, C35H81BN11O9P2S in total at a distorted geometry from the OMol25 dataset. Energies are from ωB97M-V/def2-TZVPD.

Calculated values
* E_HOMO: -0.35113 Ha
* orbital gap: 5.63 eV
* LUMO energy: -3.9 eV

ORCA input file:
```
! wB97M-V def2-TZVPD RIJCOSX def2/J DEFGRID3
* xyz 1 1
C 8.829 -0.539 2.440
C 7.709 0.483 1.765
C 6.249 -0.232 1.488
C 4.986 0.864 1.509
C 3.560 0.138 1.865
C 2.362 0.442 0.739
C 1.451 -0.922 0.683
N 0.171 -0.806 -0.114
C 0.223 -0.102 -1.452
N -0.016 1.205 -1.820
N 0.040 1.696 -3.125
C -0.398 2.237 -0.743
B -1.519 3.242 -1.447
O -1.225 4.656 -1.757
O -2.889 2.737 -1.809
N 0.561 -1.204 -2.432
C 2.020 -1.524 -2.672
C 2.951 -0.245 -3.101
C 4.527 -0.801 -3.176
C 5.469 0.476 -3.630
O 5.023 1.466 -4.428
O 6.864 0.592 -3.109
C -0.309 -2.356 -1.887
S 0.059 -4.082 -2.516
C -0.602 -2.134 -0.262
C -2.132 -1.613 0.168
C -2.127 -0.735 1.575
C -3.391 -1.130 2.584
O -4.643 -1.431 1.872
C -5.478 -0.216 1.696
C -6.795 0.144 2.647
O -5.168 0.637 0.684
C -0.238 -3.351 0.777
C -1.225 -4.657 0.689
C -2.034 -5.011 2.072
N -3.536 -5.317 1.914
O -1.430 -5.036 3.282
H 9.733 0.071 2.921
H 9.316 -1.268 1.656
H 8.369 -1.162 3.336
H 8.188 0.834 0.737
H 7.638 1.411 2.493
H 6.132 -1.074 2.300
H 6.328 -0.748 0.420
H 5.234 1.623 2.389
H 4.983 1.463 0.503
H 3.173 0.310 2.958
H 3.755 -1.036 1.774
H 1.762 1.377 1.163
H 2.925 0.707 -0.252
H 2.147 -1.813 0.376
H 1.121 -1.143 1.808
H -0.316 0.993 -3.820
H 1.014 2.005 -3.335
H 0.537 2.793 -0.310
H -0.928 1.622 0.104
H -2.114 5.048 -2.049
H -3.297 2.250 -1.029
H 2.437 -2.143 -1.760
H 2.044 -2.276 -3.598
H 2.686 0.061 -4.208
H 2.834 0.707 -2.430
H 4.825 -1.218 -2.105
H 4.564 -1.704 -3.956
H 6.897 1.525 -2.734
H -1.363 -2.125 -2.386
H 1.186 -4.541 -1.771
H -2.912 -2.484 0.227
H -2.477 -0.929 -0.748
H -1.115 -0.882 2.190
H -2.229 0.431 1.396
H -3.595 -0.140 3.216
H -3.056 -1.947 3.357
H -7.812 0.010 2.039
H -6.852 -0.501 3.624
H -6.732 1.280 2.970
H -0.367 -2.907 1.875
H 0.906 -3.688 0.725
H -0.517 -5.594 0.473
H -1.937 -4.597 -0.266
H -3.971 -4.354 1.875
H -3.867 -5.834 2.762
O 6.741 6.244 0.035
P 6.756 6.144 -1.510
N 7.241 7.795 -1.654
C 6.973 8.720 -2.750
C 8.578 8.091 -1.123
N 5.030 6.093 -1.578
C 4.211 7.226 -1.976
C 4.353 5.398 -0.476
N 6.774 6.030 -3.287
C 5.921 4.980 -3.887
C 8.141 5.721 -3.760
H 7.573 8.505 -3.640
H 7.204 9.750 -2.451
H 5.930 8.752 -3.048
H 9.359 7.880 -1.859
H 8.806 7.503 -0.229
H 8.661 9.143 -0.828
H 4.375 8.095 -1.331
H 3.142 6.984 -1.948
H 4.392 7.490 -3.019
H 4.266 6.040 0.411
H 4.891 4.487 -0.196
H 3.344 5.082 -0.765
H 6.100 4.006 -3.415
H 6.113 4.883 -4.962
H 4.857 5.213 -3.817
H 8.485 4.755 -3.373
H 8.860 6.479 -3.447
H 8.185 5.700 -4.855
O -8.792 -2.539 2.021
P -8.713 -4.025 2.448
N -7.855 -4.437 1.007
C -7.841 -5.714 0.302
C -6.518 -3.840 0.898
N -10.399 -4.258 2.143
C -10.912 -4.951 0.973
C -11.278 -3.117 2.427
N -8.623 -5.734 2.939
C -9.659 -6.203 3.886
C -7.339 -5.996 3.626
H -7.258 -6.479 0.824
H -7.397 -5.600 -0.695
H -8.831 -6.117 0.112
H -5.766 -4.438 1.422
H -6.482 -2.830 1.317
H -6.212 -3.749 -0.151
H -10.589 -4.474 0.042
H -12.008 -4.985 0.969
H -10.617 -6.001 0.982
H -11.264 -2.386 1.608
H -10.980 -2.611 3.351
H -12.315 -3.440 2.574
H -9.736 -5.534 4.752
H -9.435 -7.213 4.248
H -10.644 -6.288 3.422
H -7.248 -5.395 4.537
H -6.484 -5.764 2.990
H -7.240 -7.056 3.888
*
```

Results of the Mulliken charge analysis, in e, for atoms 1 through 8: -0.97, -0.37, -0.45, -0.08, -0.74, 0.45, -1.15, 1.47

Q: Which of these has the highest orbital gap?
A: C35H80BrF3O16S

Q: Among the records above, which one has the highest orbital gap?
A: C35H80BrF3O16S